## P
One molecule with the formula C4H11N3S. Source: OMol25; level of theory: ωB97M-V/def2-TZVPD.

Orbital gap ... 10.0 eV
SMILES string ... [H]/N=C(/CS)NN(C)C

```
! wB97M-V def2-TZVPD RIJCOSX def2/J DEFGRID3
* xyz 0 1
H -2.519 1.030 -1.565
C -0.999 0.960 0.066
H 2.164 1.003 -1.457
H -0.351 -0.655 -1.073
H 1.350 -2.267 0.355
S -3.154 -0.856 -0.118
H 0.242 -1.336 1.435
H 0.170 1.551 1.299
N -0.052 0.162 -0.563
H 2.328 -0.795 -1.565
H 3.266 0.089 -0.292
H -3.031 1.529 -0.054
N -0.811 1.717 1.071
C -2.390 0.809 -0.524
N 1.172 -0.008 0.098
H 2.064 -1.023 1.595
C 1.205 -1.224 0.910
C 2.304 0.090 -0.859
H -2.959 -0.776 1.242
*
```

## Q
One molecule with the formula C4H11N3S. Source: OMol25; level of theory: ωB97M-V/def2-TZVPD.

Orbital gap ... 9.5 eV
SMILES string ... CN1CCCS1(=N)=N

```
! wB97M-V def2-TZVPD RIJCOSX def2/J DEFGRID3
* xyz 0 1
N -0.239 0.263 0.761
H 0.810 1.902 0.879
H 0.508 0.955 -2.012
H 0.629 -2.377 1.318
H 1.816 1.713 -1.397
C 0.253 1.434 0.124
H -1.952 -0.635 1.804
C 1.031 1.082 -1.146
H 1.743 -0.890 -2.110
N -1.384 -1.225 -1.071
C 1.610 -0.299 -1.099
H -2.377 0.932 1.259
H -1.069 0.897 2.433
H -0.532 2.042 -0.112
H 2.306 -0.358 -0.344
H -1.725 -2.135 -1.183
N 0.092 -2.469 0.507
S -0.082 -1.171 -0.207
C -1.438 0.337 1.595
*
```

Relative stability in hartree, measured from the most stable structure: P 0.0000; Q 0.1217

## P
One molecule with the formula C4H8N2. Source: OMol25; level of theory: ωB97M-V/def2-TZVPD.

Orbital gap (alpha / beta) ... 7.7 / 7.3 eV
⟨S²⟩ ... 2.05

```
! wB97M-V def2-TZVPD RIJCOSX def2/J DEFGRID3
* xyz 0 3
H -0.709 1.201 2.214
H 0.256 -2.067 -0.310
C -0.449 -1.181 -0.227
H -1.412 -1.481 -0.564
N 1.905 -0.168 -2.260
H -0.195 1.036 -0.130
N 1.262 0.400 -1.263
H 2.715 0.317 -2.608
C -0.227 -0.637 1.184
H -1.684 -0.116 2.620
C 0.252 0.103 -0.419
C -1.215 0.410 1.776
H -2.079 0.882 1.082
H 1.580 1.301 -1.096
*
```

## Q
C4H8N2 as an isolated structure. Source: OMol25; level of theory: ωB97M-V/def2-TZVPD.

Orbital gap (alpha / beta) ... 8.2 / 7.2 eV
⟨S²⟩ ... 2.01

```
! wB97M-V def2-TZVPD RIJCOSX def2/J DEFGRID3
* xyz 0 3
N -2.960 0.598 -0.519
C 0.761 -0.297 -0.323
H -0.497 1.366 0.157
H 0.555 -1.404 -0.578
H -0.316 -0.038 1.498
C -2.017 -0.370 -0.108
C 2.101 0.143 0.147
H 2.133 0.258 1.337
N -3.255 -0.026 0.513
H 2.797 -0.554 -0.329
H 0.642 0.163 -1.368
H -1.754 -1.338 -0.617
C -0.348 0.366 0.446
H 2.158 1.132 -0.257
*
```

Relative stability in hartree, measured from the most stable structure: P 0.0053; Q 0.0000